Entry 1:
Density functional theory data (ωB97M-V with the def2-TZVPD basis set) for C43H65N9P3PtS as an isolated structure.

Geometry as XYZ:
```
122
Properties=species:S:1:pos:R:3
Pt -0.643 -0.224 -0.233
C 0.383 0.201 3.155
P -0.892 -0.291 1.984
C -1.028 -2.092 2.359
N -0.554 -2.550 3.485
C -0.642 -3.890 3.692
C -0.138 -4.443 4.893
C -0.220 -5.787 5.100
C -0.806 -6.637 4.126
C -1.297 -6.129 2.962
C -1.223 -4.735 2.722
N -1.688 -4.232 1.549
C -1.596 -2.942 1.372
P -2.005 -2.198 -0.265
C -0.952 -3.300 -1.256
C -3.724 -2.803 -0.760
C -4.782 -2.721 0.340
C -4.131 -1.908 -1.939
C -3.655 -4.264 -1.220
C -2.452 0.423 2.780
C -3.640 0.389 1.840
C -2.218 1.880 3.200
C -2.775 -0.403 4.028
H -0.001 0.061 4.165
H 0.671 1.239 3.006
H 1.241 -0.452 3.023
H 0.302 -3.775 5.621
H 0.163 -6.217 6.016
H -0.858 -7.701 4.315
H -1.747 -6.757 2.206
H -1.109 -4.332 -0.951
H 0.076 -3.020 -1.054
H -1.160 -3.189 -2.317
H -5.061 -1.705 0.579
H -4.478 -3.239 1.251
H -5.687 -3.210 -0.026
H -4.204 -0.860 -1.639
H -5.105 -2.224 -2.320
H -3.415 -1.978 -2.763
H -3.237 -4.917 -0.454
H -3.079 -4.381 -2.135
H -4.674 -4.595 -1.430
H -3.389 0.717 0.840
H -4.437 1.023 2.239
H -4.024 -0.618 1.784
H -1.865 2.495 2.384
H -1.514 1.968 4.029
H -3.171 2.297 3.532
H -3.066 -1.422 3.773
H -3.617 0.065 4.544
H -1.945 -0.457 4.733
N -1.462 0.553 -4.448
C -0.553 -0.450 -4.692
C -0.090 -0.996 -5.886
C 0.894 -1.951 -5.780
C 1.412 -2.322 -4.526
C 0.942 -1.770 -3.356
C -0.091 -0.832 -3.439
N -0.775 -0.110 -2.446
C -1.542 0.743 -3.108
C -2.383 1.852 -2.634
C -2.925 2.791 -3.468
S -3.777 3.950 -2.567
C -3.361 3.110 -1.138
N -2.639 2.048 -1.311
H -1.981 1.059 -5.143
H -0.472 -0.676 -6.845
H 1.297 -2.404 -6.675
H 2.215 -3.044 -4.481
H 1.400 -2.015 -2.413
H -2.847 2.883 -4.538
H -3.691 3.456 -0.170
N 1.200 0.557 -0.420
P 2.228 1.706 -0.205
N 3.705 1.212 0.442
C 3.649 0.422 1.665
C 3.648 -1.078 1.380
C 4.883 -1.445 0.558
C 4.986 -0.569 -0.691
C 4.924 0.905 -0.299
N 2.815 2.584 -1.544
C 2.208 3.881 -1.881
C 1.010 3.771 -2.815
C 1.451 3.091 -4.105
C 2.078 1.746 -3.769
C 3.216 1.889 -2.776
N 1.780 2.957 0.797
C 2.771 3.852 1.398
C 2.498 4.029 2.885
C 1.067 4.556 3.136
C 0.237 4.531 1.853
C 0.392 3.200 1.131
H 2.773 0.736 2.224
H 4.525 0.681 2.273
H 2.738 -1.316 0.820
H 3.639 -1.644 2.316
H 4.866 -2.503 0.287
H 5.777 -1.290 1.172
H 4.150 -0.800 -1.359
H 5.913 -0.775 -1.230
H 5.022 1.576 -1.145
H 5.769 1.124 0.368
H 2.983 4.477 -2.378
H 1.940 4.398 -0.967
H 0.597 4.763 -3.011
H 0.240 3.170 -2.319
H 2.196 3.725 -4.599
H 0.622 2.976 -4.805
H 2.435 1.243 -4.671
H 1.340 1.110 -3.288
H 4.036 2.464 -3.225
H 3.604 0.903 -2.534
H 2.768 4.830 0.898
H 3.755 3.419 1.237
H 3.239 4.712 3.304
H 2.645 3.065 3.379
H 1.096 5.568 3.539
H 0.569 3.941 3.889
H 0.532 5.346 1.188
H -0.820 4.688 2.084
H -0.227 3.173 0.230
H 0.028 2.405 1.776
```

Properties
HOMO: -9.21 eV
orbital gap: 0.2327 hartree
total charge: +1

---

Entry 2:
Density functional theory data (ωB97M-V with the def2-TZVPD basis set) for a 5-piece molecular cluster, CH12O4S2 overall.

Geometry as XYZ:
```
19
Properties=species:S:1:pos:R:3
C -0.929 -1.374 0.913
S -1.938 -1.260 -0.695
S -3.040 0.362 -0.217
H -1.012 -0.404 1.470
H 0.137 -1.541 0.607
H -1.402 -2.248 1.314
H -2.476 0.553 1.008
H 0.041 0.610 -1.845
H 1.226 1.330 -0.994
O 0.233 1.038 -0.946
H 1.391 -0.915 -1.304
H 2.777 -0.692 -0.799
O 2.201 -0.501 -1.553
H 6.523 -0.512 0.747
H 6.691 0.882 1.113
O 6.795 0.033 1.447
H -0.213 2.067 0.768
H 0.177 1.456 2.112
O -0.309 2.184 1.667
```

Properties
HOMO: -7.98 eV
orbital gap: 0.2911 hartree
structure (SMILES): CSS.O.O.O.O

---

Entry 3:
Density functional theory data (ωB97M-V with the def2-TZVPD basis set) for C39H60N3O6PSiTi as an isolated structure.

Geometry as XYZ:
```
111
Properties=species:S:1:pos:R:3
Ti -0.566 0.190 -0.898
C 0.968 0.184 0.695
Si 0.899 1.082 2.293
C 0.045 2.772 2.264
N -1.350 2.921 1.873
C -1.590 4.275 1.386
C -3.033 4.474 0.956
C -3.960 4.215 2.137
C -3.709 2.799 2.639
C -2.239 2.587 2.972
C 0.406 -0.011 3.757
C -0.141 0.495 4.939
C -0.357 -0.316 6.047
C -0.011 -1.658 6.002
C 0.557 -2.180 4.848
C 0.760 -1.364 3.742
C 2.655 1.654 2.794
C 3.297 2.655 2.054
C 4.572 3.104 2.371
C 5.248 2.558 3.454
C 4.635 1.569 4.208
C 3.356 1.129 3.881
H 1.062 -0.895 0.887
H 1.940 0.467 0.285
H 0.643 3.301 1.515
H 0.256 3.307 3.214
H -0.923 4.452 0.540
H -1.333 5.010 2.177
H -3.248 3.768 0.150
H -3.157 5.485 0.561
H -5.008 4.343 1.855
H -3.746 4.936 2.937
H -4.006 2.107 1.851
H -4.307 2.573 3.527
H -2.067 1.544 3.248
H -1.981 3.203 3.862
H -0.397 1.546 5.004
H -0.791 0.104 6.947
H -0.179 -2.294 6.863
H 0.838 -3.226 4.806
H 1.195 -1.791 2.847
H 2.793 3.105 1.205
H 5.036 3.882 1.775
H 6.241 2.905 3.709
H 5.153 1.137 5.056
H 2.901 0.354 4.489
N -1.987 -2.643 1.682
C -3.382 -2.568 1.266
C -3.942 -1.155 1.292
C -3.408 -0.149 0.291
O -4.188 0.557 -0.315
O -2.107 -0.112 0.154
H -1.795 -3.514 2.158
H -1.761 -1.896 2.327
H -4.031 -3.168 1.917
H -3.484 -2.980 0.256
H -3.800 -0.729 2.294
H -5.016 -1.197 1.112
C 2.435 0.530 -4.954
O 2.187 -0.478 -3.982
P 2.101 -0.093 -2.399
O 2.445 -1.533 -1.779
C 3.415 -2.413 -2.342
O 3.563 0.668 -2.366
C 3.930 1.571 -1.335
H 2.631 0.022 -5.897
H 3.303 1.130 -4.683
H 1.563 1.176 -5.075
H 2.999 -2.910 -3.218
H 3.645 -3.154 -1.579
H 4.320 -1.868 -2.614
H 4.829 1.202 -0.839
H 3.151 1.679 -0.588
H 4.133 2.553 -1.766
C 0.261 -4.741 0.399
C 0.219 -4.131 -0.980
C 0.761 -4.805 -2.075
C 0.732 -4.217 -3.335
C 1.334 -4.915 -4.529
C 0.170 -2.958 -3.496
C -0.407 -2.261 -2.424
C -0.368 -2.891 -1.166
N -0.964 -0.986 -2.525
C -1.800 -0.664 -3.709
C -2.962 0.208 -3.227
C -0.988 0.113 -4.749
C -2.454 -1.890 -4.372
H 0.572 -5.786 0.357
H -0.716 -4.685 0.881
H 0.963 -4.204 1.041
H 1.202 -5.788 -1.942
H 1.809 -5.854 -4.240
H 2.089 -4.289 -5.011
H 0.574 -5.139 -5.280
H 0.245 -2.477 -4.462
H -0.841 -2.421 -0.303
H -3.536 0.562 -4.089
H -3.628 -0.370 -2.585
H -2.642 1.082 -2.662
H -0.551 0.998 -4.281
H -1.625 0.442 -5.576
H -0.181 -0.500 -5.155
H -2.842 -2.572 -3.613
H -1.794 -2.456 -5.027
H -3.296 -1.540 -4.973
C 0.696 3.133 -1.599
C -0.517 2.185 -1.487
O -1.603 2.727 -1.704
H 1.198 3.207 -0.629
H 0.346 4.123 -1.901
H 1.437 2.771 -2.317
```

Properties
HOMO (spin up / spin down): -3.73 / -4.31 eV
2S+1: 2
orbital gap (spin up / spin down): 0.2298 / 0.2511 hartree
total charge: -1

---

| no. | largest force on an atom (eV/Å) |
| --- | --- |
| 1 | 0.93 |
| 2 | 4.01 |
| 3 | 1.34 |